# BrH16O8

9 unconnected molecules or ions with the total composition BrH16O8 (ωB97M-V/def2-TZVPD, OMol25).

LUMO level = 0.1096 hartree
Kohn-Sham gap = 9.80 eV
HOMO level = -6.815 eV
E_tot = -86686.283 eV

Geometry as ORCA input:
```
! RIJCOSX wB97M-V def2-TZVPD def2/J DEFGRID3
* xyz -1 1
Br 0.0950 -0.1411 -0.1260
O 2.1941 -2.7323 1.3852
H 1.6516 -1.9797 1.0971
H 2.0799 -2.7565 2.3398
O 0.6646 2.8717 -1.7645
H 0.3429 2.7310 -2.6602
H 0.4053 2.0627 -1.2883
O -2.8018 1.5433 -1.2627
H -2.1796 1.2360 -0.5843
H -2.6233 0.9724 -2.0153
O 2.9931 0.4655 1.7920
H 2.2037 0.4493 1.2219
H 3.6708 0.8765 1.2466
O 1.2957 -0.3119 -3.3098
H 0.5345 -0.7040 -3.7481
H 1.0439 -0.2869 -2.3651
O -2.5584 -1.2163 2.1861
H -1.8258 -0.8431 1.6711
H -2.1284 -1.7459 2.8645
O -2.0771 -2.7281 -0.8568
H -1.4109 -2.0767 -0.5664
H -2.5478 -2.2861 -1.5692
O 0.5633 2.5164 2.0732
H 0.6544 1.6451 1.6412
H -0.2397 2.4386 2.5980
*
```

Mulliken population analysis, charges in e, atoms 1 to 8: -0.8979, -0.6257, 0.3008, 0.2955, -0.6129, 0.3055, 0.3597, -0.5996

=====

# C26H56IrNO2P2Si4Te

A molecular structure, C26H56IrNO2P2Si4Te at a distorted geometry (ωB97M-V/def2-TZVPD, OMol25).

LUMO level (spin up / spin down) = -0.0756 / -0.2116 hartree
<S²> = 8.79
Kohn-Sham gap (spin up / spin down) = 4.57 / 5.02 eV
HOMO level (spin up / spin down) = -6.627 / -10.783 eV
E_tot = -93667.534 eV

Geometry as ORCA input:
```
! RIJCOSX wB97M-V def2-TZVPD def2/J DEFGRID3
* xyz 1 6
C -0.9167 2.9642 -2.6523
C -0.9615 1.8169 -1.8670
N 0.1191 1.5137 -1.0996
C 1.2966 2.1210 -1.3227
C 1.3984 3.2200 -2.1841
C 0.2495 3.6722 -2.8303
C -2.2898 1.1285 -1.6335
P -2.1466 -0.0943 -0.2296
Ir -0.0303 0.0336 0.6003
P 2.2909 -0.0908 -0.0239
C 2.5278 1.6458 -0.5866
C -0.0611 -2.1220 1.2158
C -1.0844 -2.3651 2.1042
C -1.1196 -3.5655 2.8181
C -0.1452 -4.5430 2.5974
C 0.8442 -4.3484 1.6034
C 0.8483 -3.1523 0.8794
O -2.2820 -1.0583 -4.6811
O 1.2973 -0.8346 -3.6800
H -1.8058 3.2425 -3.2162
H 2.3206 3.7551 -2.2666
H 0.2948 4.5156 -3.5124
C -3.2347 0.7734 0.9481
C -3.0327 -1.5796 -0.7856
H 3.4223 1.6984 -1.2252
H 2.7277 2.2859 0.2867
H -2.7031 0.5342 -2.4843
H -3.0796 1.8568 -1.4012
C 3.3162 -0.2844 1.4549
C 3.1429 -1.0461 -1.3212
H -1.8250 -1.5891 2.2823
H -1.8941 -3.7208 3.5970
H -0.1364 -5.4633 3.1964
H 1.5925 -5.1315 1.4199
H 1.5569 -3.0800 0.0543
H 0.4055 -0.6748 -3.2627
H 1.1469 -1.6759 -4.1151
H -1.4466 -0.9085 -4.2410
H -2.4144 -0.1809 -5.1116
H 0.6964 -1.2043 -0.1948
H -4.0829 1.1317 0.3545
H -3.6006 0.1398 1.7607
H -2.7217 1.6368 1.3863
H -4.1112 -1.3691 -0.7789
H -2.7342 -1.8294 -1.8121
H -2.8316 -2.4347 -0.1286
H 4.1573 -0.6363 -1.4758
H 3.2091 -2.1061 -1.0275
H 2.5917 -0.9636 -2.2766
H 4.3784 -0.2977 1.1691
H 3.1294 0.5305 2.1650
H 3.0821 -1.2342 1.9518
C -3.2855 1.7382 5.3903
Si -2.0665 0.3508 5.7735
C -1.8319 0.2620 7.6483
C -2.7696 -1.2851 5.1929
Si 0.0047 0.8625 4.7652
Te 0.1218 1.6552 2.4051
Si 0.4198 3.1397 5.1791
C 0.3378 3.3329 7.0487
C 2.1039 3.7158 4.5522
C -0.8678 4.2707 4.3748
Si 1.7463 -0.4446 5.6546
C 1.4751 -0.6647 7.5095
C 1.7355 -2.1148 4.7880
C 3.4235 0.3966 5.4473
H -4.2812 1.3986 5.7153
H -3.3357 1.9607 4.3155
H -3.0490 2.6662 5.9294
H -2.8289 0.3633 8.1042
H -1.4200 -0.7127 7.9436
H -1.1875 1.0520 8.0552
H -2.7393 -1.4055 4.1021
H -2.2310 -2.1346 5.6395
H -3.8244 -1.3478 5.5078
H 1.0865 2.7173 7.5658
H 0.5595 4.3916 7.2566
H -0.6549 3.1031 7.4578
H 2.1255 3.8031 3.4570
H 2.2872 4.7172 4.9769
H 2.9286 3.0603 4.8584
H -0.8099 4.2552 3.2769
H -1.8978 4.0267 4.6626
H -0.6507 5.2984 4.7089
H 0.7205 -1.4348 7.7169
H 2.4298 -0.9958 7.9460
H 1.1743 0.2628 8.0151
H 1.5993 -2.0335 3.6989
H 2.6956 -2.6224 4.9783
H 0.9271 -2.7563 5.1729
H 3.6901 0.5591 4.3946
H 3.4713 1.3583 5.9768
H 4.1808 -0.2695 5.8905
*
```

Mulliken population analysis, charges in e, atoms 1 to 8: -0.5285, -0.0205, 0.0738, 0.3777, -0.6993, -1.1225, -1.0581, 1.0903

=====

# C24H29ClN2O6

5 unconnected molecules or ions with the total composition C24H29ClN2O6 at a distorted geometry (ωB97M-V/def2-TZVPD, OMol25).

LUMO level = -0.0340 hartree
Kohn-Sham gap = 6.56 eV
HOMO level = -7.481 eV
E_tot = -53137.897 eV

Geometry as ORCA input:
```
! RIJCOSX wB97M-V def2-TZVPD def2/J DEFGRID3
* xyz 0 1
C -0.7912 0.2483 -3.1816
C -1.9184 -0.8653 -3.1494
N -1.4696 -2.1457 -2.8072
C -1.0130 -2.5288 -1.6082
C -0.4590 -3.8031 -1.6316
N -0.4823 -4.2087 -2.8954
C -1.0589 -3.1700 -3.6313
C -0.1647 -5.5319 -3.3992
H -1.3406 1.2458 -3.3106
H -0.0146 0.1327 -4.0708
H -0.1404 0.1202 -2.4937
H -2.6104 -0.7616 -3.9890
H -2.5996 -0.2889 -2.2539
H -0.9315 -1.9409 -0.5154
H -0.1630 -4.5524 -0.9785
H -1.2560 -3.3112 -4.6911
H 0.6203 -5.5084 -4.2176
H -1.2520 -6.0101 -3.8224
H 0.4136 -6.0511 -2.7309
Cl -0.2081 -0.1786 1.2102
C 2.6089 -0.4356 6.7402
C 1.7577 -0.3745 5.4623
C 0.3637 -0.7055 5.4869
C -0.1096 -1.0402 6.7612
C 0.6922 -1.2011 8.0016
C 1.9856 -0.9034 7.9085
O 2.8398 -0.8536 9.0710
O -0.4362 -0.6935 4.4509
H 3.7680 -0.2334 6.6494
H 2.4923 -0.3033 4.6026
H -1.2090 -1.2194 6.8765
H 0.1984 -1.2766 8.9886
H 3.4450 -0.2159 9.1058
H -0.0632 -0.5949 3.6644
C -5.0034 4.1766 -0.2965
C -4.8071 2.8710 0.4935
C -3.5352 2.1635 0.3503
C -2.5853 2.6771 -0.5047
C -2.7581 3.8382 -1.1924
C -4.0011 4.6094 -1.1339
O -4.2371 5.6743 -1.8281
O -3.2522 1.0697 1.1014
H -5.9324 4.8055 -0.1732
H -5.5882 2.6550 1.0933
H -1.6191 2.3969 -0.3907
H -2.0942 4.0703 -1.9974
H -3.9890 5.4693 -2.6558
H -2.3289 0.8638 1.3112
C 4.0543 1.3660 -3.5594
C 2.9657 1.9392 -2.9393
C 2.6042 1.4441 -1.7028
C 3.2019 0.2780 -1.1990
C 4.2431 -0.3431 -1.8576
C 4.6410 0.1963 -3.1442
O 5.6901 -0.3806 -3.9212
O 1.5444 2.0420 -1.0679
H 4.3532 1.9736 -4.2805
H 2.4571 2.9308 -3.3652
H 2.7987 -0.1817 -0.3634
H 4.5280 -1.2836 -1.4456
H 6.0229 0.2519 -4.6121
H 1.1324 1.5873 -0.3207
*
```

Mulliken population analysis, charges in e, atoms 1 to 8: -0.9177, -0.4601, 0.3238, -0.0602, -0.3174, 0.1111, -0.3265, -0.8528

=====

# C5H9N2O4S

A gas-phase ion, C5H9N2O4S (charge +1) at a distorted geometry (ωB97M-V/def2-TZVPD, OMol25).

LUMO level (spin up / spin down) = -0.1472 / -0.2764 hartree
<S²> = 2.01
Kohn-Sham gap (spin up / spin down) = 6.16 / 7.13 eV
HOMO level (spin up / spin down) = -10.167 / -14.648 eV
E_tot = -27322.574 eV

Geometry as ORCA input:
```
! RIJCOSX wB97M-V def2-TZVPD def2/J DEFGRID3
* xyz 1 3
C 0.7348 1.2882 -0.8820
C -0.2647 -1.0555 -1.5990
C -0.0336 0.6593 1.5317
C -0.6626 1.9638 0.8966
C 0.5647 -0.4362 -0.6179
N 0.0636 -1.1956 -2.8814
N -0.1137 -0.4923 0.6705
O -1.3959 -1.5408 -1.1460
O 2.0204 1.7196 -0.6686
O 2.0459 0.3124 -2.8652
O -0.3464 2.0146 -0.5382
S 1.7225 1.6377 -2.3323
H 1.0226 0.9667 1.8341
H -0.4907 0.6051 2.4269
H -1.7889 1.7845 1.1023
H -0.3616 2.8353 1.3204
H 1.5590 -0.8567 -0.6001
H 0.9053 -0.8352 -3.3580
H -0.5022 -1.7385 -3.4549
H 0.2631 -1.1734 1.3873
H -1.4348 -1.1967 -0.1563
*
```

Mulliken population analysis, charges in e, atoms 1 to 8: 0.8261, 0.1991, -0.7301, -0.5051, 0.2155, -0.2326, -0.5177, -0.5416

=====

# C3H8N3

A gas-phase ion, C3H8N3 (charge +1) at a distorted geometry (ωB97M-V/def2-TZVPD, OMol25).

LUMO level = -0.1852 hartree
SMILES string = [NH+]#C[C@@H](N)CN
Kohn-Sham gap = 8.34 eV
HOMO level = -13.382 eV
E_tot = -7701.703 eV

Geometry as ORCA input:
```
! RIJCOSX wB97M-V def2-TZVPD def2/J DEFGRID3
* xyz 1 1
N -1.7989 1.4973 1.3811
C -1.3393 0.7703 0.5964
C -0.5803 -0.0877 -0.2240
N -0.5593 0.2785 -1.6449
C 0.9160 0.0115 0.4936
N 1.6739 -1.1580 0.1501
H -2.6903 1.7809 1.6586
H -0.8085 -1.1660 0.0188
H -1.3780 0.0084 -2.1686
H 0.2740 -0.1347 -1.9879
H 1.5105 0.9342 0.1425
H 0.7830 0.2799 1.5015
H 2.3010 -1.5398 0.8299
H 1.6962 -1.4749 -0.7473
*
```

Mulliken population analysis, charges in e, atoms 1 to 8: -0.0899, 0.1690, 0.3371, -0.6134, -0.6467, -0.4080, 0.3360, 0.2940

=====

# C2H12O5

4 unconnected molecules or ions with the total composition C2H12O5 at a distorted geometry (ωB97M-V/def2-TZVPD, OMol25).

LUMO level = 0.0209 hartree
SMILES string = OCCO.O.O.O
Kohn-Sham gap = 10.65 eV
HOMO level = -10.083 eV
E_tot = -12505.408 eV

Geometry as ORCA input:
```
! RIJCOSX wB97M-V def2-TZVPD def2/J DEFGRID3
* xyz 0 1
O -5.9558 -11.3897 -0.4083
C -5.3739 -12.3754 -1.2335
C -4.1958 -12.9403 -0.5015
O -3.1721 -12.0212 -0.1554
H -5.3557 -10.6743 -0.1455
H -6.0435 -13.0945 -1.5417
H -5.0720 -11.9494 -2.2014
H -3.7589 -13.7020 -1.1636
H -4.5560 -13.5747 0.2795
H -2.4474 -12.5437 0.1712
O -6.7341 -8.4105 -0.9250
H -7.1605 -8.3510 -1.8039
H -7.0639 -9.2814 -0.6135
O -4.1093 -9.4395 0.3649
H -3.3452 -9.7671 -0.0985
H -4.5189 -8.6982 -0.1268
O -9.5089 -12.8141 -3.0221
H -10.2891 -12.3562 -2.7128
H -9.0155 -13.1142 -2.2705
*
```

Mulliken population analysis, charges in e, atoms 1 to 8: -0.5216, -0.5720, -0.4231, -0.4829, 0.4137, 0.3521, 0.2968, 0.3415

=====

# C9H13NO2

C9H13NO2 in the gas phase at a distorted geometry (ωB97M-V/def2-TZVPD, OMol25).

LUMO level (spin up / spin down) = -0.0022 / -0.0228 hartree
Kohn-Sham gap (spin up / spin down) = 8.06 / 7.37 eV
HOMO level (spin up / spin down) = -8.124 / -7.987 eV
E_tot = -15120.427 eV

Geometry as ORCA input:
```
! RIJCOSX wB97M-V def2-TZVPD def2/J DEFGRID3
* xyz 0 1
C 2.7477 -0.4094 -1.3888
C 2.1219 0.5945 -2.2050
C 2.4117 -1.1447 -0.2902
C 1.2079 1.4172 -1.7995
C 0.3423 -0.0229 0.2750
C -1.0551 0.0922 2.3038
C -1.7169 -1.3905 0.4122
C -1.8202 1.1276 -0.0121
C -1.1169 -0.0885 0.7130
N 1.1527 -1.0570 0.3540
O 0.8625 -1.9775 1.1927
O 0.6361 2.6040 -1.8131
H 3.6517 -0.7905 -1.8008
H 2.6321 0.8393 -3.0986
H 2.9300 -2.0249 0.1327
H -1.9712 0.3494 2.7063
H -0.7458 -0.8054 2.8085
H -0.4757 1.0131 2.4814
H -1.7483 -1.6082 -0.6243
H -1.3611 -2.2406 0.9919
H -2.8906 -1.3682 0.6938
H -2.9093 1.2634 0.0623
H -1.2719 2.0654 0.2792
H -1.4602 1.0259 -1.0821
H -0.1534 2.5364 -1.2923
*
```

Mulliken population analysis, charges in e, atoms 1 to 8: -0.2817, -0.6026, -0.2921, 0.3494, -0.8103, -1.6425, -1.7054, -1.6174

=====

# C15H25N3S

C15H25N3S in the gas phase at a distorted geometry (ωB97M-V/def2-TZVPD, OMol25).

LUMO level = 0.0208 hartree
SMILES string = C/C(CC[C@]12C[C@H]3C[C@H](C[C@H](C3)C1)C2)=N\NC(N)=S
Kohn-Sham gap = 8.72 eV
HOMO level = -8.156 eV
E_tot = -31266.823 eV

Geometry as ORCA input:
```
! RIJCOSX wB97M-V def2-TZVPD def2/J DEFGRID3
* xyz 0 1
C 0.7407 -2.6301 -2.6139
C 0.3782 -2.5019 -1.1425
C 1.4448 -2.2023 -0.1519
C 1.9791 -0.7772 -0.2490
C 1.1133 0.3712 0.2907
C 0.0778 0.8498 -0.7723
C -0.7375 2.0750 -0.2589
C -1.3732 1.6403 1.0967
C -0.3406 1.2842 2.1557
C 0.6285 2.4429 2.3935
C 1.3034 2.8298 1.0649
C 0.2250 3.2419 -0.0162
C 2.0536 1.5943 0.4901
C 0.4213 0.0428 1.6515
N -0.8509 -2.6865 -0.6781
N -1.8852 -2.9688 -1.5542
C -3.2037 -2.7579 -1.1977
N -3.5182 -2.3889 0.0882
S -4.4210 -2.6814 -2.3220
H 0.2039 -3.4576 -3.0905
H 0.4846 -1.6770 -3.0728
H 1.8215 -2.7723 -2.6945
H 2.2515 -2.8503 -0.3747
H 1.0952 -2.3897 0.8645
H 2.2464 -0.5578 -1.2878
H 2.9261 -0.7641 0.2821
H 0.5544 1.1128 -1.7227
H -0.5654 0.0107 -0.9944
H -1.5282 2.2958 -1.0019
H -2.0350 0.8278 0.9158
H -1.9807 2.4735 1.4978
H -0.8326 1.0648 3.1061
H 1.4079 2.1798 3.1073
H 0.1103 3.2941 2.7966
H 1.9361 3.7114 1.2053
H -0.3312 4.1212 0.3371
H 0.7396 3.4407 -0.9784
H 2.5410 1.8464 -0.4698
H 2.8501 1.3524 1.2052
H -0.2892 -0.7758 1.5064
H 1.1550 -0.3168 2.4034
H -1.7688 -3.0427 -2.5640
H -4.3504 -1.8154 0.1567
H -2.6775 -2.0891 0.5924
*
```

Mulliken population analysis, charges in e, atoms 1 to 8: -1.6945, 0.7902, -1.0978, -1.9889, 2.6785, -1.5795, 0.4251, -1.4079